{"formula": "H18O9", "method": "the ωB97M-V functional and the def2-TZVPD basis", "elements": ["O", "O", "O", "O", "O", "O", "O", "O", "O", "H", "H", "H", "H", "H", "H", "H", "H", "H", "H", "H", "H", "H", "H", "H", "H", "H", "H"], "xyz": [[1.233170, 3.537948, -0.325416], [0.612424, 0.399020, -0.436885], [-3.053178, 0.812486, 1.944804], [0.323700, -0.392603, 2.537953], [-3.553808, 0.668009, -1.466764], [-3.737183, -2.070350, -1.131472], [4.174339, -0.002463, -0.500016], [2.626633, -0.593050, -1.744450], [2.963331, -1.740132, 0.816389], [0.787338, 3.599958, -1.177695], [2.949271, -1.454945, -2.030861], [2.643605, -1.852954, 1.718628], [-3.913596, 1.305003, -0.839244], [-0.340868, 0.538874, -0.411104], [1.074728, -0.044174, 3.031455], [-4.416330, -1.386489, -1.140657], [3.411368, 0.578688, -0.404465], [0.837713, 0.151838, 0.467070], [-2.942933, 0.438234, 1.063458], [1.688659, -0.737772, -1.576368], [-4.283711, 0.497953, -2.072827], [2.642550, -2.522809, 0.354321], [-0.152039, -0.928650, 3.182403], [-2.211418, 1.247296, 2.121923], [4.185765, -0.222109, -1.438427], [-4.182929, -2.838516, -0.757013], [0.633387, 3.011710, 0.215253]], "forces_ev_per_angstrom": [[-0.2, 0.2, 0.1], [-0.5, 0.3, 0.1], [0.1, 0.1, -0.2], [0.1, 0.1, 0.2], [-0.2, 0.2, 0.2], [-0.3, -0.3, 0.1], [3.7, 1.8, 1.6], [-3.4, -2.0, -3.2], [-0.4, -0.5, 0.6], [0.1, -0.1, 0.0], [-0.1, 0.0, 0.0], [0.0, -0.2, 0.0], [0.0, 0.1, 0.0], [0.0, -0.1, -0.1], [0.0, 0.1, 0.0], [0.3, 0.0, 0.1], [0.4, -0.3, -0.2], [0.1, -0.3, 0.1], [0.0, -0.2, 0.0], [-0.3, 0.3, -0.1], [0.2, 0.1, -0.2], [0.0, 0.0, 0.1], [-0.1, 0.0, -0.1], [0.0, -0.1, 0.1], [0.4, 0.8, 1.0], [0.1, 0.0, -0.1], [0.2, -0.1, -0.1]], "charge": 0, "max_force_ha_per_bohr": 0.0980, "smiles": "O.O.O.O.O.O.O.O.O", "orbital_gap_ev": 8.434, "de_lowest_ev": 4.611, "spin_multiplicity": 1, "e_lumo_ev": -0.05}